10
Properties=species:S:1:pos:R:3:forces:R:3 method="wB97M-V/def2-TZVPD" e_lumo_ev=-7.3354 total_charge=+1
N 0.544108 0.507099 0.192307 0.465 -3.973 -0.577
C -0.743972 0.829583 0.008914 -1.541 4.317 -0.725
F -0.931911 1.586999 -1.148865 -0.257 -0.774 -0.774
F -1.133260 1.768805 0.908343 -0.227 -0.408 1.077
N -1.808191 -0.200582 -0.019694 0.888 1.219 0.114
P -3.374903 0.221315 0.056362 0.518 -2.353 0.051
F -3.992290 -1.246070 0.021651 0.553 1.769 -0.051
H 0.832245 -0.250654 -0.457194 0.050 0.701 0.744
H 1.217900 1.236882 0.172363 0.178 0.993 0.127
H -1.336573 -1.066335 -0.176633 -0.628 -1.491 0.015